Entry 1:
Here is a structure of composition C58H44AsIN2O2PSSn at a distorted geometry from the OMol25 dataset. Energies are from the ωB97M-V functional and the def2-TZVPD basis.

Last column: Löwdin spin population.
Atoms and positions in Å:
1 Sn -0.505 -0.413 0.577  -0.0023
2 I -2.440 0.655 2.902  -0.0002
3 C -3.370 -1.255 2.792  0.0007
4 C -4.224 -1.531 3.837  -0.0003
5 C -5.039 -2.659 3.800  0.0009
6 C -5.034 -3.451 2.681  -0.0003
7 C -4.160 -3.184 1.606  0.0008
8 C -4.224 -3.983 0.452  -0.0008
9 C -3.360 -3.752 -0.585  0.0011
10 C -2.378 -2.775 -0.459  0.0039
11 C -2.260 -1.936 0.638  0.0031
12 C -3.226 -2.097 1.667  0.0006
13 H -4.272 -0.850 4.675  0.0000
14 H -5.698 -2.866 4.633  0.0001
15 H -5.701 -4.302 2.606  0.0000
16 H -4.975 -4.763 0.399  -0.0001
17 H -3.419 -4.342 -1.490  0.0003
18 H -1.678 -2.664 -1.275  0.0040
19 O -1.998 0.433 -2.079  0.1787
20 C -1.067 -0.263 -1.666  0.1463
21 C -0.328 -1.086 -2.631  0.1579
22 C -0.712 -1.040 -3.979  0.0423
23 C -0.087 -1.797 -4.938  0.0639
24 C 0.960 -2.656 -4.579  0.1263
25 C 1.340 -2.742 -3.257  0.0132
26 C 0.725 -1.960 -2.279  0.1341
27 P 1.168 -2.132 -0.547  0.0342
28 C 2.912 -1.612 -0.510  0.0091
29 C 3.549 -1.086 -1.625  0.0029
30 C 4.864 -0.665 -1.546  0.0003
31 C 5.551 -0.747 -0.344  -0.0002
32 C 4.917 -1.264 0.773  0.0004
33 C 3.606 -1.699 0.693  0.0009
34 C 1.384 -3.928 -0.321  0.0088
35 C 2.592 -4.587 -0.592  0.0080
36 C 2.673 -5.961 -0.521  0.0008
37 C 1.557 -6.718 -0.187  0.0084
38 C 0.359 -6.071 0.114  0.0020
39 C 0.278 -4.698 0.058  0.0062
40 H -1.537 -0.388 -4.235  0.0028
41 H -0.410 -1.750 -5.972  0.0032
42 H 1.465 -3.243 -5.337  0.0120
43 H 2.135 -3.425 -2.979  -0.0022
44 H 2.992 -0.977 -2.546  0.0014
45 H 5.353 -0.259 -2.425  0.0002
46 H 6.574 -0.398 -0.283  0.0000
47 H 5.447 -1.313 1.716  0.0002
48 H 3.114 -2.104 1.566  0.0000
49 H 3.471 -4.009 -0.843  0.0005
50 H 3.617 -6.451 -0.724  -0.0001
51 H 1.617 -7.799 -0.161  0.0007
52 H -0.511 -6.651 0.400  0.0000
53 H -0.651 -4.200 0.300  0.0002
54 O 1.639 0.779 -0.561  0.0032
55 N 2.588 1.618 -0.304  0.0000
56 C 3.322 2.073 -1.328  0.0005
57 C 4.307 3.023 -1.184  0.0000
58 C 4.568 3.522 0.090  0.0005
59 C 3.856 3.020 1.146  0.0001
60 C 2.856 2.041 0.982  0.0004
61 S 2.046 1.408 2.299  -0.0002
62 H 3.057 1.644 -2.281  0.0000
63 H 4.849 3.369 -2.050  0.0000
64 H 5.321 4.284 0.239  0.0000
65 H 4.039 3.360 2.154  0.0000
66 N 1.118 -1.891 3.267  -0.0007
67 C 0.424 -1.851 4.445  -0.0001
68 C 0.513 -0.731 5.280  0.0000
69 C -0.080 -0.736 6.523  0.0000
70 C -0.784 -1.847 6.966  0.0000
71 C -0.910 -2.945 6.129  0.0000
72 C -0.321 -2.951 4.881  0.0000
73 H 0.743 -2.517 2.566  -0.0002
74 H 1.377 -0.984 2.891  -0.0003
75 H 1.035 0.140 4.914  0.0000
76 H 0.003 0.136 7.159  0.0000
77 H -1.236 -1.852 7.950  0.0000
78 H -1.473 -3.810 6.458  0.0000
79 H -0.442 -3.803 4.225  0.0000
80 C 0.381 7.858 -0.085  0.0000
81 C -0.908 7.397 0.117  0.0000
82 C -1.191 6.044 0.033  0.0001
83 C -0.193 5.124 -0.259  0.0008
84 C 1.102 5.601 -0.446  0.0000
85 C 1.389 6.951 -0.372  0.0000
86 As -0.458 3.161 -0.366  0.0012
87 C -0.385 3.126 -2.301  0.0021
88 C 0.735 3.197 -3.100  -0.0002
89 C 0.639 2.990 -4.468  0.0047
90 C -0.594 2.691 -5.027  0.0010
91 C -1.734 2.676 -4.249  0.0060
92 C -1.649 2.907 -2.878  0.0001
93 C -2.756 2.977 -1.942  0.0003
94 C -4.108 2.890 -2.261  0.0012
95 C -5.066 3.004 -1.272  0.0004
96 C -4.692 3.211 0.047  0.0019
97 C -3.345 3.283 0.378  0.0003
98 C -2.380 3.172 -0.602  0.0005
99 H 0.603 8.916 -0.019  0.0000
100 H -1.697 8.104 0.345  0.0000
101 H -2.205 5.700 0.190  0.0000
102 H 1.896 4.890 -0.650  0.0000
103 H 2.401 7.301 -0.527  0.0000
104 H 1.695 3.417 -2.655  -0.0001
105 H 1.526 3.032 -5.090  0.0004
106 H -0.663 2.477 -6.086  0.0000
107 H -2.691 2.451 -4.702  0.0006
108 H -4.416 2.723 -3.284  0.0005
109 H -6.118 2.930 -1.526  -0.0001
110 H -5.446 3.297 0.820  0.0001
111 H -3.049 3.419 1.413  0.0000

Computed properties:
E_HOMO (alpha / beta): 0.9 / -0.7 eV
Relative energy (zero: lowest compared OMol25 entry of this formula, charge and spin): 27.60 kcal per mole
Expectation value of S²: 0.764
HOMO-LUMO gap (alpha / beta): 3.15 / 4.67 eV
Multiplicity: 2
Total charge: -2

Entry 2:
Here is a structure of composition C58H46Cl2FN5O9S3Sr at a distorted geometry from the OMol25 dataset. Energies are from the ωB97M-V functional and the def2-TZVPD basis.

Last column: Mulliken charge in e.
Atoms and positions in Å:
1 Sr -0.831 0.733 -0.230  1.0473
2 Cl -1.368 -1.899 6.929  -0.2678
3 C -1.400 -0.897 5.497  -0.1185
4 C -0.926 -1.412 4.315  -0.1658
5 C -0.930 -0.693 3.112  -0.0789
6 N -0.552 -1.399 1.915  0.5373
7 C 0.562 -2.107 1.952  -0.1696
8 O 1.602 -2.002 2.650  -0.9120
9 C 0.505 -3.332 1.039  0.5881
10 C 0.078 -4.538 1.597  -0.9753
11 C 0.083 -5.674 0.821  -0.4250
12 C 0.485 -5.588 -0.510  -0.9436
13 C 0.880 -4.359 -0.987  -0.2367
14 N 0.907 -3.255 -0.224  -0.0072
15 C -1.427 0.624 3.134  -0.2492
16 C -1.906 1.129 4.351  -0.3745
17 C -1.904 0.399 5.516  0.0204
18 Cl -2.527 1.127 6.981  -0.2674
19 N -1.511 1.444 1.965  -0.2784
20 C -1.106 2.716 2.072  0.1126
21 O -0.448 3.261 2.986  -0.8202
22 C -1.537 3.622 0.899  0.2848
23 C -1.700 4.983 1.119  -0.6204
24 C -2.064 5.789 0.051  -0.5261
25 C -2.246 5.224 -1.207  -0.9759
26 C -2.068 3.858 -1.341  -0.6485
27 N -1.728 3.076 -0.313  0.5443
28 H -0.522 -2.417 4.313  0.5146
29 H -0.251 -4.559 2.629  0.4549
30 H -0.226 -6.624 1.241  0.4283
31 H 0.485 -6.455 -1.160  0.3702
32 H 1.188 -4.227 -2.019  0.4395
33 H -2.284 2.142 4.375  0.5584
34 H -1.531 5.370 2.113  0.5165
35 H -2.207 6.852 0.196  0.3900
36 H -2.520 5.824 -2.067  0.4823
37 H -2.206 3.337 -2.287  0.6841
38 C 5.366 6.064 3.324  -1.5576
39 C 4.635 5.071 2.448  1.1410
40 C 5.284 4.440 1.383  -0.9571
41 C 4.610 3.541 0.569  -0.6272
42 C 3.269 3.286 0.819  0.3444
43 C 2.597 3.880 1.872  -0.4501
44 C 3.295 4.776 2.678  -1.1990
45 S 2.388 2.110 -0.195  0.6947
46 O 0.976 2.096 0.379  1.7577
47 C 2.191 3.251 -1.604  0.7274
48 C 1.414 4.430 -1.411  -0.6760
49 C 1.175 5.252 -2.459  -0.9909
50 C 1.660 4.941 -3.764  1.0864
51 C 1.338 5.747 -4.889  -1.0686
52 C 1.749 5.398 -6.142  -0.6060
53 C 2.523 4.227 -6.335  -1.0977
54 C 2.853 3.438 -5.272  -0.8107
55 C 2.423 3.773 -3.956  0.7267
56 C 2.687 2.911 -2.835  0.4757
57 C 3.420 1.616 -3.080  -0.5136
58 C 4.845 1.613 -3.202  1.0910
59 C 5.618 2.803 -3.062  -0.8877
60 C 6.979 2.763 -3.118  -0.9591
61 C 7.653 1.530 -3.337  -0.6131
62 C 6.935 0.383 -3.500  -1.0065
63 C 5.515 0.392 -3.431  1.0231
64 C 4.754 -0.801 -3.558  -1.3276
65 C 3.400 -0.782 -3.429  -1.1621
66 C 2.729 0.441 -3.199  0.1588
67 S 0.920 0.356 -2.899  2.1510
68 O 0.618 -1.129 -2.987  -0.9745
69 C 0.399 1.059 -4.454  -0.7425
70 C 0.494 0.322 -5.623  -0.8039
71 C 0.068 0.896 -6.818  -1.0690
72 C -0.456 2.191 -6.850  0.9894
73 C -0.928 2.812 -8.148  -1.6471
74 C -0.564 2.895 -5.653  -0.7943
75 C -0.149 2.332 -4.455  0.0715
76 H 6.440 5.863 3.336  0.3694
77 H 4.999 6.028 4.352  0.3825
78 H 5.226 7.086 2.961  0.2745
79 H 6.336 4.644 1.199  0.3616
80 H 5.127 3.042 -0.248  0.5142
81 H 1.549 3.640 2.073  0.2128
82 H 2.777 5.245 3.513  0.4603
83 H 1.012 4.647 -0.424  0.3977
84 H 0.587 6.153 -2.319  0.3561
85 H 0.739 6.638 -4.734  0.4231
86 H 1.476 6.011 -6.994  0.4257
87 H 2.844 3.950 -7.333  0.4009
88 H 3.426 2.529 -5.424  0.5015
89 H 5.107 3.746 -2.898  0.5612
90 H 7.551 3.675 -2.992  0.4293
91 H 8.736 1.505 -3.370  0.3756
92 H 7.440 -0.565 -3.666  0.4256
93 H 5.275 -1.735 -3.744  0.3493
94 H 2.800 -1.686 -3.480  0.6512
95 H 0.876 -0.695 -5.589  0.4924
96 H 0.134 0.326 -7.739  0.3551
97 H -0.468 2.323 -9.011  0.3820
98 H -0.682 3.878 -8.188  0.3211
99 H -2.013 2.721 -8.256  0.3235
100 H -0.988 3.895 -5.656  0.4358
101 H -0.257 2.865 -3.517  0.7578
102 O 2.589 0.472 2.255  -0.8748
103 H 1.887 1.049 2.592  0.3065
104 H 2.274 -0.420 2.513  0.3211
105 O 1.615 -0.575 -0.419  -0.1098
106 H 1.454 -1.536 -0.558  0.3377
107 H 2.030 -0.493 0.454  0.1588
108 F -1.398 0.990 -2.258  -0.8209
109 N -1.879 -1.556 -0.922  0.3248
110 C -3.172 -1.923 -1.398  0.1091
111 C -4.200 -2.203 -0.502  -0.3696
112 C -5.457 -2.581 -0.963  -0.7452
113 C -5.716 -2.675 -2.332  -0.0048
114 C -4.685 -2.369 -3.225  -0.8551
115 C -3.427 -1.998 -2.763  0.0825
116 S -7.279 -3.314 -2.924  1.2699
117 O -8.240 -2.915 -1.906  -0.7213
118 O -7.081 -4.752 -3.012  -0.6984
119 O -7.463 -2.667 -4.215  -0.7243
120 H -1.158 -1.668 -1.634  -0.2555
121 H -1.628 -2.027 -0.056  -0.2261
122 H -4.006 -2.125 0.564  0.4876
123 H -6.258 -2.809 -0.267  0.3972
124 H -4.888 -2.432 -4.290  0.3867
125 H -2.628 -1.752 -3.459  0.4744

Computed properties:
E_HOMO: -3.0 eV
Relative energy (zero: lowest compared OMol25 entry of this formula, charge and spin): 0.00 kcal per mole
HOMO-LUMO gap: 6.07 eV
Total charge: -2